No. 1
Computed, not measured: a structure of composition C22H37AgAsF6NO14 at a distorted geometry, with wB97M-V/def2-TZVPD.

Values from the calculation:
2S+1: 1
Max |F|: 2.8 eV/A
Net charge: 0
ΔE to the lowest compared entry with this formula, charge and spin: 54.6 kcal/mol
Highest occupied orbital energy: -9.70 eV
Gap between HOMO and LUMO: 9.439 eV

The geometry in XYZ format:
```
82
Properties=species:S:1:pos:R:3:forces:R:3
Ag -19.69290 -20.32150 -6.39443 0.251 -1.175 -0.136
As -21.18467 -17.73883 -5.78036 -1.830 -0.020 -2.069
F -22.49040 -17.12921 -6.82736 0.913 0.068 0.348
F -22.18823 -17.31146 -4.46017 0.807 -0.287 0.368
F -19.89853 -18.55423 -4.86888 -0.786 1.121 0.152
F -20.37621 -18.31324 -7.30934 0.232 0.977 0.512
F -20.35673 -16.23862 -5.82931 0.051 -0.501 0.142
F -21.99338 -19.30452 -5.95662 0.378 0.067 0.880
C -25.82849 -15.19464 -6.68208 0.563 -1.811 -0.600
C -26.37498 -13.93527 -6.91000 0.811 -0.560 0.803
C -27.67268 -13.73299 -6.50965 -0.945 0.729 -0.246
C -28.45200 -14.78497 -6.05658 1.012 -0.457 -0.660
C -27.95678 -16.08303 -6.08001 -0.234 -0.285 -0.073
C -26.61059 -16.30814 -6.36834 -1.364 1.248 0.566
N -29.82036 -14.54580 -5.62525 0.134 -0.179 0.263
O -30.49377 -15.51065 -5.35314 -0.428 -0.634 0.012
O -30.19269 -13.40577 -5.50265 -0.119 0.824 -0.136
H -24.80341 -15.52562 -6.83854 0.172 0.977 -0.224
H -25.75470 -13.11720 -7.25097 -0.144 0.046 -0.027
H -28.13466 -12.75979 -6.62123 0.060 0.001 0.188
H -28.64431 -16.90462 -5.93160 0.073 0.021 0.356
H -26.23825 -17.31485 -6.27233 0.348 0.071 -0.146
C -18.00324 -23.59208 -2.71354 -0.097 0.835 -0.917
C -18.78767 -23.93728 -3.98817 0.889 -0.458 1.015
O -20.18147 -23.82341 -3.66906 0.395 0.115 -0.022
C -20.79764 -22.73206 -4.09697 -0.892 -0.639 0.133
O -20.47258 -22.10637 -5.07467 0.102 0.710 -0.459
O -21.85667 -22.54833 -3.33966 0.015 -0.294 0.535
C -22.92828 -21.70253 -3.74719 -0.436 0.236 -1.460
H -18.21731 -24.28624 -1.90884 0.118 0.008 0.079
H -18.26750 -22.56859 -2.43530 -0.222 -0.120 0.311
H -16.93926 -23.50595 -2.94274 0.058 -0.511 0.102
H -18.60406 -24.97981 -4.23727 -0.210 -0.025 -0.210
H -18.46677 -23.30767 -4.81350 -0.398 0.080 -0.089
H -23.39998 -22.10059 -4.65474 0.328 -0.132 0.001
H -22.58736 -20.70312 -4.01309 -0.012 0.048 0.411
H -23.72719 -21.72174 -3.01644 0.493 0.142 0.486
C -25.21365 -19.47456 -7.92076 -0.100 0.529 -0.050
C -24.58693 -20.03432 -6.65462 0.041 0.056 -1.260
O -25.39368 -21.16132 -6.27519 -0.199 -0.158 -0.707
C -25.96777 -21.18024 -5.10183 0.140 0.102 1.121
O -25.61142 -20.54879 -4.13718 -0.078 0.268 0.197
O -26.97116 -22.04780 -5.11149 0.219 -1.127 -0.202
C -27.51911 -22.44677 -3.83787 -0.118 0.851 -0.183
H -26.18363 -19.02067 -7.70871 -0.057 -0.119 0.016
H -25.36254 -20.22273 -8.69772 0.097 -0.166 0.134
H -24.59210 -18.67800 -8.33731 0.112 -0.065 0.105
H -24.50684 -19.26233 -5.89418 -0.067 -0.338 0.309
H -23.60030 -20.42405 -6.90056 -0.114 0.008 0.304
H -27.77086 -23.50348 -3.82282 -0.101 0.027 -0.596
H -28.39762 -21.80541 -3.77129 -0.115 -0.359 0.741
H -26.81724 -22.28556 -3.02290 -0.019 0.372 -0.087
C -21.51638 -13.08517 -7.38184 -0.900 0.435 -0.816
C -22.83786 -13.43854 -6.69475 1.520 -0.626 -0.923
O -22.98281 -12.60782 -5.55135 -0.649 -0.207 0.330
C -23.78699 -11.55638 -5.60147 0.451 0.077 0.003
O -24.33748 -11.13472 -6.58280 -0.342 0.015 0.068
O -23.80710 -11.02710 -4.36515 0.043 -0.220 -0.463
C -24.76837 -10.03365 -4.13263 -1.144 1.401 0.997
H -21.67290 -12.25694 -8.08126 -0.051 0.275 0.339
H -21.24499 -13.88945 -8.06756 0.481 -0.265 0.522
H -20.77818 -12.77149 -6.65025 0.311 -0.471 -0.100
H -22.78325 -14.46448 -6.34171 0.023 0.028 0.426
H -23.60928 -13.44464 -7.46201 -0.501 0.678 0.486
H -24.38486 -9.22623 -3.50142 0.673 -0.259 -0.204
H -25.59271 -10.40829 -3.51707 0.010 -0.467 -0.371
H -25.18145 -9.54054 -5.01070 0.219 -0.454 -0.295
C -17.78451 -17.42145 -9.15227 0.680 -0.469 -0.262
C -17.42309 -18.85510 -8.79975 0.515 0.338 0.017
O -16.39867 -18.82122 -7.77509 0.058 -0.071 0.001
C -16.43895 -19.56241 -6.68825 -0.506 0.461 0.346
O -17.41140 -20.03521 -6.12625 0.088 -0.326 -0.303
O -15.22342 -19.63428 -6.22243 1.272 0.470 -0.186
C -14.91287 -20.18988 -4.95187 -0.837 -1.696 -0.360
H -18.42741 -17.41400 -10.03134 -0.496 0.022 0.347
H -16.88841 -16.90026 -9.49718 0.107 -0.028 0.287
H -18.17812 -16.92035 -8.27587 -0.397 0.177 -0.157
H -16.88843 -19.33184 -9.62202 -0.481 -0.180 -0.160
H -18.26601 -19.44564 -8.45070 -0.098 -0.012 -0.101
H -15.02598 -21.28075 -5.02195 -0.082 0.092 -0.027
H -15.63708 -19.88448 -4.19956 0.463 0.499 0.190
H -13.85110 -20.04356 -4.79684 -0.160 0.669 0.340
```
Positions in Å, forces in eV/Å.

***

No. 2
Computed, not measured: a structure of composition C22H37AsN2O7PS4Y at a distorted geometry, with wB97M-V/def2-TZVPD.

Values from the calculation:
2S+1: 1
Max |F|: 1.2 eV/A
Net charge: -2
ΔE to the lowest compared entry with this formula, charge and spin: 4.7 kcal/mol
Highest occupied orbital energy: -1.21 eV
Gap between HOMO and LUMO: 5.119 eV

The geometry in XYZ format:
```
75
Properties=species:S:1:pos:R:3:forces:R:3
Y 1.02976 0.45146 -2.33277 1.113 0.362 0.392
O 1.88117 -1.89596 -1.09907 -0.277 0.072 0.079
C 3.18838 -2.19332 -1.55670 0.105 -0.117 -0.014
C 4.14518 -1.05657 -1.24819 0.070 -0.048 0.017
N 3.73280 0.20763 -1.84597 -0.075 -0.007 0.089
C 4.30410 0.44671 -3.16692 0.040 -0.040 -0.029
C 3.63173 1.69392 -3.76806 -0.004 0.021 -0.026
O 4.33069 2.55504 -4.29051 0.104 -0.030 -0.116
O 2.36715 1.71905 -3.61118 -0.121 0.016 0.212
C 3.95129 1.32285 -0.93014 0.126 0.010 0.113
C 2.84306 1.41468 0.12909 -0.007 -0.008 -0.114
O 2.98305 2.19047 1.07586 0.102 0.037 0.100
O 1.82173 0.68165 -0.09412 -0.243 0.040 0.090
H 1.93878 -1.46911 -0.23342 0.022 0.123 0.038
H 3.09119 -2.37405 -2.62885 0.041 0.044 0.019
H 3.55960 -3.11615 -1.08522 -0.025 0.074 -0.041
H 5.16874 -1.32902 -1.55534 -0.062 0.002 -0.010
H 4.17460 -0.92472 -0.16037 -0.022 -0.027 -0.022
H 4.06325 -0.41307 -3.80106 0.033 0.064 -0.026
H 5.39432 0.58706 -3.12997 -0.048 0.008 -0.007
H 3.93510 2.26210 -1.48586 -0.037 0.001 0.006
H 4.92807 1.26625 -0.42396 -0.073 0.025 -0.050
S -2.39421 -2.04422 -4.59438 0.161 0.173 -0.123
As -0.88022 -0.55113 -4.80886 -0.221 -0.128 -0.147
S -1.28664 1.03645 -3.24437 -0.371 -0.087 -0.179
S 1.06176 -1.44196 -4.09497 -0.284 -0.156 -0.286
S -0.58890 0.41193 -6.67287 -0.113 -0.175 0.149
N -0.19820 5.01429 1.24157 -0.082 0.113 0.018
C 0.85812 4.53364 0.35536 0.148 -0.070 0.096
C 0.38488 3.36120 -0.47414 -0.216 -0.019 -0.026
O -0.70468 2.74202 -0.03034 0.111 0.040 0.019
O 0.97195 2.99791 -1.45923 0.090 -0.266 -0.112
H 0.18138 5.47320 2.05781 -0.011 -0.054 -0.012
H -0.99032 3.21639 0.77341 -0.030 -0.015 0.034
H -0.80838 5.66990 0.76849 0.033 -0.001 0.024
H 1.67162 4.10979 0.95464 -0.008 0.073 -0.056
H 1.28196 5.27937 -0.32378 -0.054 -0.071 0.046
C -0.90137 -3.66819 0.59173 0.026 -0.035 0.010
C -1.97438 -2.57805 0.51708 0.044 -0.115 -0.020
C -3.17631 -2.97033 1.37342 -0.070 -0.015 -0.008
C -2.42937 -2.48528 -0.94575 -0.025 0.005 -0.092
P -1.19876 -0.91190 0.88430 0.188 0.133 -0.171
C -2.72045 0.10609 1.07429 -0.016 -0.026 0.024
C -3.50571 0.25326 2.21954 0.062 -0.005 0.027
C -4.65669 1.02395 2.20712 -0.053 0.021 0.024
C -5.06247 1.65025 1.03623 -0.040 0.030 -0.020
C -4.30295 1.50398 -0.11247 -0.017 0.030 -0.032
C -3.13992 0.74773 -0.09080 0.093 0.030 0.009
C -0.38121 -0.94328 2.58578 0.028 -0.015 0.113
C -0.24728 0.51657 3.04401 -0.089 -0.024 0.061
C -1.00382 -1.79682 3.69365 -0.027 0.051 0.039
C 1.06233 -1.43662 2.38718 -0.029 -0.004 0.052
H -1.31410 -4.58980 0.17205 -0.010 -0.036 -0.011
H -0.58933 -3.88519 1.61513 0.014 0.021 0.028
H -0.02190 -3.40826 -0.00025 0.012 0.048 -0.024
H -3.57804 -3.91658 0.99897 -0.022 -0.053 -0.009
H -3.97215 -2.22733 1.30426 0.008 -0.016 -0.014
H -2.92969 -3.10895 2.42579 0.033 0.004 0.027
H -2.80065 -3.46356 -1.26330 -0.046 -0.016 -0.021
H -1.63542 -2.21317 -1.64492 0.023 0.003 0.086
H -3.23743 -1.76725 -1.08756 -0.008 0.022 0.007
H -3.22525 -0.23543 3.14055 0.013 -0.017 0.026
H -5.24374 1.12561 3.11245 -0.012 0.007 0.013
H -5.96634 2.24705 1.02085 -0.023 0.014 0.011
H -4.59558 1.98128 -1.03821 -0.031 0.019 -0.030
H -2.54449 0.66885 -0.99429 0.004 -0.024 -0.056
H -1.20761 0.99491 3.22972 -0.059 0.001 0.004
H 0.29881 1.10078 2.30307 0.031 0.037 -0.099
H 0.32710 0.54180 3.97571 0.040 0.007 0.015
H -2.03402 -1.53421 3.92593 -0.010 0.026 0.003
H -0.41520 -1.66442 4.60846 0.002 -0.008 0.032
H -0.98475 -2.85695 3.44347 0.019 -0.018 -0.015
H 1.59800 -0.76103 1.72355 0.029 0.041 -0.088
H 1.11461 -2.45251 2.00107 -0.024 -0.091 -0.074
H 1.57173 -1.42268 3.35654 0.026 -0.011 0.023
```
Positions in Å, forces in eV/Å.

***

No. 3
Computed, not measured: a structure of composition C22H37BiN4O11S2Si, with wB97M-V/def2-TZVPD.

Values from the calculation:
2S+1: 1
Max |F|: 0.5 eV/A
Net charge: 0
Highest occupied orbital energy: -8.87 eV
Gap between HOMO and LUMO: 8.165 eV

The geometry in XYZ format:
```
78
Properties=species:S:1:pos:R:3:forces:R:3
Bi -0.16418 -0.04239 -0.64076 -0.300 -0.114 0.433
O 2.42630 3.38630 -2.78605 0.028 0.015 -0.033
C 2.15433 2.48351 -1.83966 -0.153 -0.056 0.082
O 2.36384 1.30437 -1.95320 0.016 0.012 -0.033
C 1.52045 3.09862 -0.62358 0.005 0.017 0.089
C 1.23790 4.45069 -0.52407 -0.024 0.073 -0.088
C 0.58855 4.89142 0.61700 -0.018 0.102 0.005
C 0.25155 3.98259 1.60562 0.019 0.075 0.123
C 0.59186 2.65166 1.42015 0.058 -0.166 0.113
N 1.21621 2.22777 0.33020 -0.092 0.051 -0.112
C 0.31406 1.54106 2.42187 -0.171 0.053 -0.163
O -0.64312 1.74250 3.32926 0.111 0.121 0.111
O 0.94814 0.52340 2.40337 0.141 -0.048 0.041
H 2.74700 2.90444 -3.56304 0.038 -0.018 0.008
H 1.49402 5.12543 -1.32867 0.015 -0.027 0.044
H 0.34133 5.93885 0.73483 0.001 -0.033 -0.012
H -0.24779 4.31719 2.50550 0.001 -0.054 0.003
H -1.30811 2.36953 3.01318 -0.096 -0.039 -0.076
N 2.44383 -2.64827 -0.26063 0.064 -0.027 0.107
N 1.18860 -3.25952 -0.10715 0.040 0.085 0.050
C 0.23469 -3.28453 -1.03355 -0.203 0.041 -0.068
N -0.76365 -4.16097 -0.85697 0.116 -0.085 -0.103
S 0.25492 -2.26706 -2.40782 0.130 -0.194 -0.096
H 2.53579 -2.37753 -1.23572 -0.027 -0.001 -0.022
H 2.47197 -1.81201 0.31456 -0.034 0.092 -0.087
H 1.14271 -3.89544 0.67240 0.030 -0.120 -0.029
H -0.90836 -4.58742 0.04479 -0.041 0.022 0.035
H -1.58991 -3.99223 -1.40516 -0.063 0.039 0.029
O -3.42952 0.87456 1.93889 0.055 0.012 0.042
C -2.58050 0.38202 1.23643 0.094 -0.016 -0.074
O -1.59927 1.05392 0.68588 0.112 -0.042 -0.079
C -2.55934 -1.14429 0.92074 0.009 0.076 -0.038
O -3.30495 -1.90608 1.47996 0.017 -0.061 -0.064
O -1.66310 -1.50367 0.02509 0.037 0.214 -0.046
C -2.06124 3.15645 -5.43482 -0.049 -0.054 0.161
C -2.81610 1.89175 -5.83717 -0.066 0.075 0.078
C -2.03917 1.12703 -6.89689 0.042 -0.057 0.007
C -4.21475 2.24278 -6.31967 -0.059 0.067 -0.046
O -2.97191 0.98961 -4.73040 0.210 -0.105 0.097
Si -2.92425 1.13999 -3.11076 0.126 0.013 0.070
S -0.90412 1.50929 -2.46324 -0.056 -0.036 -0.318
O -3.85372 2.42020 -2.76875 -0.066 0.116 -0.063
C -4.32265 3.17076 -1.63430 0.018 -0.141 0.028
C -5.13962 4.31202 -2.22040 -0.032 0.002 -0.053
C -5.19156 2.26415 -0.77595 0.019 -0.047 0.016
C -3.14364 3.71252 -0.83951 0.110 -0.011 0.017
O -3.36699 -0.26500 -2.42746 -0.066 -0.095 -0.119
C -4.23463 -1.31752 -2.93459 -0.014 0.172 0.011
C -5.52908 -0.69922 -3.45234 0.055 0.034 -0.026
C -3.50752 -2.08663 -4.03151 0.080 0.065 0.054
C -4.50872 -2.22724 -1.75341 0.004 -0.013 0.083
H -1.86298 3.76728 -6.31704 -0.019 -0.001 0.017
H -1.10938 2.89953 -4.96550 0.013 0.009 -0.065
H -2.64847 3.74337 -4.72394 0.046 -0.028 -0.046
H -1.88678 1.74393 -7.78545 -0.013 -0.032 0.032
H -2.58295 0.22488 -7.18336 0.023 0.021 0.003
H -1.06672 0.83120 -6.49726 -0.023 0.017 -0.045
H -4.16503 2.93532 -7.16368 -0.030 -0.033 0.021
H -4.77455 2.71399 -5.50865 0.015 -0.008 -0.044
H -4.74560 1.34212 -6.63560 0.022 0.030 0.012
H -5.94036 3.91367 -2.84698 0.018 0.027 0.028
H -4.50395 4.95407 -2.83477 -0.033 -0.012 0.023
H -5.58294 4.91301 -1.42375 0.022 -0.014 -0.030
H -6.03338 1.88993 -1.36296 0.018 0.012 0.032
H -5.57815 2.81200 0.08573 0.012 -0.037 -0.016
H -4.61351 1.41570 -0.40292 -0.073 0.067 -0.018
H -2.47952 4.28145 -1.49691 -0.040 0.011 0.043
H -2.56754 2.90583 -0.38322 -0.063 0.050 -0.016
H -3.50958 4.36769 -0.04458 0.012 -0.003 -0.037
H -5.31973 0.02814 -4.24087 -0.036 -0.067 0.018
H -6.05828 -0.19621 -2.64088 0.016 -0.014 -0.026
H -6.17676 -1.47644 -3.86280 -0.004 0.015 0.021
H -3.29818 -1.44182 -4.88433 -0.003 -0.016 0.002
H -4.12476 -2.92492 -4.36172 0.022 0.013 -0.004
H -2.55880 -2.47280 -3.64776 -0.063 0.028 -0.037
H -5.05566 -1.70045 -0.96941 0.028 -0.019 -0.014
H -3.56474 -2.56800 -1.32568 -0.036 -0.022 0.016
H -5.09575 -3.08999 -2.07605 -0.001 0.023 0.040
```
Positions in Å, forces in eV/Å.

***

| no. | electronic energy (eV) |
| --- | --- |
| 1 | -134712.082 |
| 2 | -155248.818 |
| 3 | -87293.626 |